ORCA calculation (ωB97M-V/def2-TZVPD) on a structure of composition C21H60AsF6O9.

Computed properties:
Energy above the lowest of the compared OMol25 structures with the same formula, charge and spin: 169.5 kcal per mole
HOMO-LUMO gap: 10.615 eV

```
! wB97M-V def2-TZVPD RIJCOSX def2/J DEFGRID3
* xyz -1 1
As -0.396 0.293 -1.044
F 0.444 -1.289 -1.577
F -1.922 -0.618 -1.413
F -1.289 1.754 -0.509
F 1.180 1.062 -0.648
F -0.383 1.025 -2.710
F -0.302 -0.353 0.650
C 3.221 -6.558 -3.825
C 3.059 -7.213 -2.449
O 3.396 -6.353 -1.433
H 2.609 -5.660 -3.907
H 2.967 -7.290 -4.592
H 4.213 -6.186 -4.082
H 3.885 -7.925 -2.454
H 2.087 -7.692 -2.329
H 2.827 -5.597 -1.593
C 4.966 0.382 -6.168
C 5.608 -0.559 -7.214
O 6.469 -1.476 -6.619
H 4.416 1.167 -6.687
H 5.764 0.831 -5.578
H 4.323 -0.221 -5.527
H 6.193 0.130 -7.824
H 4.874 -1.108 -7.805
H 6.829 -2.067 -7.285
C 4.652 -3.598 5.581
C 3.469 -3.185 6.441
O 2.564 -4.197 6.820
H 4.385 -4.438 4.940
H 5.348 -3.760 6.404
H 4.950 -2.754 4.958
H 2.734 -2.705 5.795
H 3.746 -2.417 7.164
H 1.760 -4.061 6.314
C 7.549 3.973 0.495
C 7.604 2.693 1.305
O 6.767 1.792 0.641
H 6.523 4.310 0.345
H 8.023 3.885 -0.482
H 8.054 4.765 1.049
H 7.340 2.811 2.356
H 8.655 2.422 1.209
H 5.922 2.224 0.790
C -1.035 8.959 -0.734
C -1.376 10.091 -1.700
O -2.509 10.700 -1.206
H -0.968 9.357 0.279
H -0.012 8.630 -0.921
H -1.668 8.072 -0.763
H -1.670 9.763 -2.697
H -0.594 10.844 -1.803
H -3.277 10.429 -1.714
C -3.514 -2.987 -6.457
C -4.591 -3.736 -5.684
O -5.532 -2.845 -5.155
H -2.714 -3.635 -6.815
H -3.119 -2.290 -5.718
H -3.916 -2.450 -7.316
H -4.059 -4.144 -4.824
H -4.903 -4.592 -6.282
H -5.061 -2.232 -4.585
C 1.425 3.653 6.227
C 1.010 5.109 5.759
C 2.095 5.765 4.994
O -0.175 4.931 4.975
H 1.764 3.113 5.343
H 0.533 3.171 6.628
H 2.185 3.488 6.991
H 0.773 5.568 6.719
H 1.744 6.769 4.756
H 2.220 5.240 4.046
H 2.968 5.692 5.642
H -0.181 4.286 4.264
C -2.719 -6.579 1.841
C -3.420 -5.758 2.929
C -4.290 -6.632 3.840
O -2.422 -4.995 3.694
H -3.258 -7.381 1.337
H -1.909 -7.015 2.427
H -2.243 -5.906 1.128
H -4.057 -4.990 2.491
H -3.730 -7.418 4.347
H -5.111 -7.037 3.248
H -4.751 -6.125 4.688
H -2.060 -4.286 3.159
C -7.839 2.476 -1.440
C -8.355 2.178 -0.010
C -9.509 1.194 0.008
O -7.304 1.628 0.752
H -7.637 1.574 -2.017
H -6.919 3.061 -1.409
H -8.677 2.919 -1.977
H -8.618 3.101 0.508
H -10.360 1.875 0.042
H -9.527 0.801 1.025
H -9.731 0.421 -0.727
H -6.480 1.935 0.366
*
```

=====

ORCA calculation (ωB97M-V/def2-TZVPD) on a structure of composition C31H31I2N7O3RhSe.

Computed properties:
HOMO-LUMO gap (alpha / beta): 6.438 / 4.245 eV

```
! wB97M-V def2-TZVPD RIJCOSX def2/J DEFGRID3
* xyz 1 5
Rh 0.221 0.166 0.144
I 2.770 -4.354 -0.576
C 0.853 -3.887 -1.244
C 0.035 -4.841 -1.836
C -1.241 -4.518 -2.248
I -2.408 -6.028 -3.119
C -1.757 -3.202 -2.082
C -3.037 -2.772 -2.481
C -3.424 -1.476 -2.256
C -2.533 -0.599 -1.628
N -1.326 -0.968 -1.253
C -0.928 -2.237 -1.468
C 0.415 -2.557 -1.031
O 1.142 -1.675 -0.483
H 0.407 -5.846 -1.979
H -3.709 -3.469 -2.963
H -4.405 -1.130 -2.547
H -2.808 0.430 -1.427
C 6.333 3.980 4.722
C 5.293 3.276 3.898
C 4.197 3.954 3.376
C 3.237 3.309 2.611
C 2.078 4.087 2.052
C 3.394 1.940 2.356
Se 2.138 1.063 1.213
C 4.474 1.222 2.882
C 4.668 -0.253 2.660
C 5.405 1.915 3.643
H 6.112 5.041 4.824
H 7.318 3.875 4.266
H 6.387 3.542 5.720
H 4.089 5.016 3.566
H 1.966 5.036 2.572
H 1.145 3.527 2.145
H 2.245 4.294 0.990
H 3.841 -0.702 2.113
H 4.757 -0.769 3.616
H 5.589 -0.431 2.102
H 6.251 1.371 4.049
C 0.228 3.412 -1.407
C -0.898 3.133 -0.475
N -1.139 1.970 0.099
C -2.283 2.121 0.851
C -2.741 3.391 0.722
N -1.860 4.023 -0.131
C -1.950 5.432 -0.486
N -1.662 6.285 0.628
N -2.612 6.490 1.578
N -2.132 7.216 2.502
C -0.826 7.535 2.195
C 0.115 8.313 2.871
C 1.351 8.455 2.283
C 1.659 7.845 1.054
C 0.743 7.071 0.375
C -0.508 6.929 0.971
H 0.815 2.503 -1.517
H 0.880 4.199 -1.024
H -0.141 3.708 -2.391
H -2.692 1.309 1.427
H -3.577 3.911 1.156
H -2.963 5.641 -0.823
H -1.248 5.645 -1.287
H -0.140 8.786 3.809
H 2.105 9.057 2.771
H 2.644 7.992 0.631
H 0.989 6.609 -0.574
N -2.952 -1.643 3.732
C -1.551 -1.795 4.141
C -0.622 -1.151 3.109
O 0.536 -0.926 3.292
O -1.245 -0.911 1.935
H -3.521 -2.425 4.025
H -2.174 -1.223 2.092
H -3.360 -0.808 4.136
H -1.294 -2.855 4.162
H -1.317 -1.382 5.121
*
```

=====

Number 1: maximum force 4.276 eV/Å, E -4348.23575 Eh. Number 2: maximum force 0.937 eV/Å, E -4916.03749 Eh.